No. 1
Here is a structure of composition C26H20BrILiN3O4S at a distorted geometry from the Open Molecules 2025 dataset. Energies are from ωB97M-V with the def2-TZVPD basis set.

Positions of all 57 atoms, in Å:
Li  -0.052630  -0.277882  -0.220935
C  -0.488830  3.752518  -1.333335
C  0.920870  3.596518  -0.866135
N  1.658670  4.664818  -0.727635
C  2.938870  4.522618  -0.351835
C  3.551970  3.313318  -0.129535
C  5.004970  3.296518  0.269565
O  5.208470  3.205918  1.675765
C  2.781970  2.129918  -0.249135
C  3.339070  0.831918  -0.118535
N  2.642970  -0.227882  -0.310035
C  3.062170  -1.507882  -0.240935
C  3.955070  -2.011182  0.717665
C  4.259070  -3.356082  0.770065
C  3.670670  -4.240782  -0.117435
C  2.786570  -3.767082  -1.077135
C  2.497170  -2.424982  -1.139135
I  1.248070  -1.673482  -2.651835
C  1.386270  2.249818  -0.604635
O  0.609370  1.280518  -0.715235
H  -0.765930  4.803318  -1.359435
H  -1.153130  3.185318  -0.685435
H  -0.590730  3.315718  -2.325635
H  3.495370  5.448018  -0.251935
H  5.477070  4.236118  -0.029135
H  5.543270  2.476418  -0.228535
H  4.558370  2.585318  2.024565
H  4.424170  0.741118  0.054165
H  4.382270  -1.323682  1.434465
H  4.952070  -3.722682  1.516965
H  3.895370  -5.297182  -0.074935
H  2.302070  -4.454582  -1.754835
O  -1.129330  -0.344982  1.422465
C  -1.248030  -1.534182  1.057565
O  -0.455930  -2.086782  0.271465
C  -2.366930  -2.360082  1.640065
C  -2.171330  -2.971082  2.864065
C  -3.137930  -3.801782  3.415865
C  -4.329230  -3.997182  2.732765
C  -4.555030  -3.356082  1.533865
C  -3.579530  -2.535682  0.950265
S  -3.906230  -1.804582  -0.575035
H  -1.236730  -2.805782  3.388765
H  -2.954530  -4.299282  4.362265
H  -5.090630  -4.653482  3.145665
H  -5.491130  -3.493382  1.007365
Br  -5.456930  1.233718  1.147465
C  -4.585030  1.237318  -0.540635
C  -5.277530  1.669718  -1.643535
C  -4.600730  1.689118  -2.862935
C  -3.272330  1.296218  -2.870635
N  -2.614130  0.885618  -1.802835
C  -3.263130  0.789318  -0.644635
H  -6.305230  2.001818  -1.569935
H  -5.103930  2.023318  -3.761535
H  -2.698230  1.329418  -3.789435
H  -2.671330  0.538418  0.221365

Cartesian forces, eV/Å:
0.1 0.0 0.1
0.1 -0.1 0.1
-0.2 0.3 -0.1
-0.4 0.0 -0.1
0.7 0.0 0.1
0.0 0.2 0.0
0.0 0.0 -0.3
0.0 -0.2 0.4
-0.6 0.7 -0.1
0.3 -1.1 -0.2
-0.4 1.1 0.2
0.6 -1.0 0.2
-0.1 0.3 -0.1
0.1 -0.2 0.0
0.1 -0.1 0.0
0.0 -0.2 0.0
-0.1 0.2 -0.4
0.2 -0.3 0.1
0.6 -0.1 0.2
-0.4 0.8 -0.3
0.0 0.0 0.0
-0.2 0.0 0.0
-0.1 -0.1 -0.1
0.1 0.0 0.0
-0.1 -0.1 0.0
-0.1 0.2 0.0
0.0 0.1 0.0
0.0 0.0 0.1
0.0 0.1 0.1
0.0 0.0 0.1
0.0 -0.1 0.1
0.0 0.0 -0.1
-0.1 0.9 0.2
-0.6 -0.7 0.7
0.6 -0.5 -0.7
-0.1 -0.1 0.0
0.0 -0.1 0.1
0.2 -0.1 0.3
-0.1 -0.1 0.2
0.0 -0.2 0.2
-0.2 -0.1 -0.2
-0.1 -0.3 -0.5
0.0 0.0 0.0
0.0 0.0 0.0
0.0 0.0 0.0
0.0 0.0 -0.1
0.1 -0.1 0.0
-0.3 0.2 0.1
0.2 0.1 -0.1
-0.1 0.0 0.0
-0.3 0.1 -0.3
0.4 0.0 0.1
-0.1 0.6 0.0
0.0 -0.1 0.1
0.1 0.0 -0.1
0.0 0.0 -0.1
-0.1 -0.1 0.2

Properties
* HOMO-LUMO gap: 4.8 eV
* E_HOMO: -0.7 eV
* total charge: -2
* energy above the lowest of the compared OMol25 structures with the same formula, charge and spin: 110.5 kJ/mol

---

No. 2
Here is a structure of composition C26H20FFeN4O3S from the Open Molecules 2025 dataset. Energies are from ωB97M-V with the def2-TZVPD basis set.

Positions of all 56 atoms, in Å:
Fe  0.295891  -2.790275  -1.049301
N  -3.162661  -1.360824  1.018073
C  -3.705085  -0.280252  0.284111
C  -5.080632  -0.064243  0.371581
C  -5.697597  0.932534  -0.355490
C  -4.943752  1.733030  -1.205867
C  -3.580293  1.536220  -1.292047
C  -2.958364  0.545566  -0.547168
S  -1.707411  -1.196415  -2.992371
N  -0.711518  -1.336983  -1.718691
C  -2.058214  -2.062801  0.615946
C  -2.112794  -3.460186  0.353550
C  -3.195327  -4.270267  0.758073
C  -3.209854  -5.605448  0.442482
C  -2.157887  -6.157609  -0.288021
C  -1.130809  -5.323602  -0.661431
N  -1.087751  -4.019700  -0.356068
H  -3.898570  -1.947269  1.378390
H  -5.667266  -0.701517  1.023878
H  -6.765287  1.077226  -0.267986
H  -5.415704  2.506619  -1.794850
H  -2.963428  2.141374  -1.942234
H  -4.008628  -3.864070  1.341416
H  -4.035430  -6.225356  0.765304
H  -2.139040  -7.201201  -0.561983
H  -0.297240  -5.700641  -1.241674
C  1.972505  3.370858  2.326407
C  1.919738  3.468858  0.807379
C  3.053857  4.280055  0.201757
C  4.393920  3.618907  0.488699
C  4.366172  2.166678  0.091843
C  5.527903  1.485052  -0.178135
C  5.494260  0.147253  -0.574119
F  6.659321  -0.458037  -0.826890
C  4.326428  -0.540646  -0.721163
C  3.123650  0.130518  -0.450346
C  1.868463  -0.570867  -0.589722
O  1.899170  -1.807537  -0.920621
C  0.682655  0.154837  -0.362684
C  0.786114  1.461065  0.055131
N  1.938576  2.102547  0.223012
C  3.144145  1.471331  -0.039322
C  -0.693439  -0.452536  -0.586833
O  -1.570378  0.594515  -0.557057
O  -0.873314  -1.398836  0.552032
H  2.054389  4.366632  2.761937
H  2.827964  2.780662  2.656172
H  1.069163  2.902462  2.717147
H  0.965880  3.897404  0.499226
H  3.022079  5.289134  0.611286
H  2.899845  4.360288  -0.876598
H  4.644138  3.706084  1.548961
H  5.190354  4.123515  -0.058055
H  6.487817  1.980273  -0.102415
H  4.316859  -1.570964  -1.042318
H  -0.103583  2.036584  0.267670

Cartesian forces, eV/Å:
0.2 -0.2 -0.1
-0.1 0.0 0.1
0.0 0.1 -0.2
0.0 0.0 0.0
0.0 0.0 0.0
0.0 0.0 0.0
0.0 0.0 0.0
0.0 0.0 0.1
0.0 -0.1 0.0
0.0 0.2 0.2
0.0 -0.2 0.0
0.0 0.0 -0.1
0.0 0.0 0.0
0.0 0.0 0.0
0.0 0.0 0.0
0.1 0.0 0.0
-0.1 0.2 0.1
0.0 0.0 0.1
0.0 0.0 0.0
0.0 0.0 0.0
0.0 0.0 0.0
0.0 0.0 0.0
0.0 0.0 0.0
0.0 0.0 0.0
0.0 0.0 0.0
0.0 0.0 0.0
0.0 0.0 0.0
0.0 0.0 0.0
0.0 0.0 0.0
0.0 0.0 0.0
0.0 0.0 0.0
0.0 0.0 0.0
0.0 0.0 0.0
0.0 0.0 0.0
0.0 0.0 0.0
0.0 0.0 0.1
0.1 0.0 -0.1
-0.1 0.0 0.0
0.0 0.0 0.0
0.0 0.1 0.0
0.0 0.0 0.0
0.0 0.0 0.0
0.0 -0.2 0.0
-0.1 0.0 0.0
-0.1 0.1 -0.1
0.0 0.0 0.0
0.0 0.0 0.0
0.0 0.0 0.0
0.0 0.0 0.0
0.0 0.0 0.0
0.0 0.0 0.0
0.0 0.0 0.0
0.0 0.0 0.0
0.0 0.0 0.0
0.0 0.0 0.0
0.0 0.0 0.0

Properties
* HOMO-LUMO gap (alpha / beta): 6.6 / 6.6 eV
* E_HOMO (alpha / beta): -9.8 / -10.4 eV
* total charge: +1
* multiplicity: 5

---

No. 3
Here is a structure of composition C26H20InN4O10 from the Open Molecules 2025 dataset. Energies are from ωB97M-V with the def2-TZVPD basis set.

Positions of all 61 atoms, in Å:
In  -1.701006  1.128291  -0.738778
N  -2.358284  0.398179  1.324653
C  -3.738794  -0.114885  1.354721
C  -3.860466  -1.401772  0.558933
C  -3.825919  -1.245471  -0.966706
O  -4.419633  -2.067267  -1.643689
O  -3.149173  -0.253898  -1.441214
H  -1.666284  -0.256235  1.680502
H  -2.269388  1.228925  1.902048
H  -4.376856  0.660387  0.929305
H  -4.053727  -0.286720  2.388627
H  -4.790113  -1.910471  0.811588
H  -3.052954  -2.089560  0.837416
O  -0.414083  2.263064  -4.538489
C  -0.672427  1.740863  -3.468266
O  -1.298990  2.262809  -2.484105
C  -0.194418  0.302316  -3.248713
C  0.469534  -0.359911  -4.303365
C  0.874229  -1.641894  -4.118594
C  0.608892  -2.288606  -2.887722
C  0.985300  -3.628347  -2.637050
C  0.699900  -4.216432  -1.439357
C  0.020491  -3.486716  -0.442058
C  -0.352522  -2.191379  -0.658045
C  -0.060445  -1.558875  -1.884538
N  -0.428778  -0.257938  -2.090925
H  0.626813  0.192324  -5.217224
H  1.389509  -2.186780  -4.901106
H  1.500833  -4.176236  -3.416732
H  0.989011  -5.242037  -1.251686
H  -0.203587  -3.957461  0.506522
H  -0.846144  -1.623624  0.112397
O  -3.727707  4.453593  0.880598
C  -2.961389  3.622374  0.416383
O  -3.256778  2.576462  -0.249950
C  -1.462855  3.836099  0.672726
C  -1.008066  5.003711  1.264400
C  0.351914  5.163450  1.458375
C  1.215334  4.153602  1.059067
C  0.687517  3.010032  0.489293
N  -0.626242  2.862261  0.310158
H  -1.738839  5.747326  1.545667
H  0.737913  6.067683  1.912122
H  2.285522  4.240545  1.182720
H  1.303034  2.187815  0.152949
O  2.139564  0.691809  -1.191482
C  2.823736  -0.088591  -0.563893
C  2.628626  -0.548945  0.807985
C  3.718703  -1.196420  1.378723
C  3.696176  -1.610129  2.692751
C  2.559833  -1.382996  3.487354
C  1.468596  -0.774315  2.946354
C  1.413096  -0.351155  1.568578
O  0.342378  0.108483  1.092656
N  4.844862  -2.273696  3.256728
O  5.822092  -2.457178  2.544755
O  4.793750  -2.621058  4.428627
H  3.759314  -0.478350  -1.020624
H  4.608026  -1.371012  0.786149
H  2.570064  -1.704222  4.519379
H  0.581279  -0.601815  3.543076

Cartesian forces, eV/Å:
-0.3 -0.1 -0.1
0.2 0.0 0.1
0.0 0.0 0.0
0.0 0.0 0.0
0.0 0.0 0.0
0.0 0.0 0.0
0.0 0.1 0.0
0.0 0.0 0.0
0.0 0.0 0.0
0.0 0.0 0.0
0.0 0.0 0.0
0.0 0.0 0.0
0.0 0.0 0.0
0.0 0.0 0.0
0.1 0.0 0.0
0.0 0.0 0.0
0.0 0.0 0.0
0.0 0.0 0.0
0.0 0.0 0.0
0.0 0.0 0.0
0.0 0.0 0.0
0.0 0.0 0.0
0.0 0.0 0.0
0.0 0.0 0.0
0.0 0.0 0.0
0.0 0.0 0.0
0.0 0.0 0.0
0.0 0.0 0.0
0.0 0.0 0.0
0.0 0.0 0.0
0.0 0.0 0.0
0.0 0.0 0.0
0.0 0.0 0.0
0.1 0.0 0.0
0.0 0.0 0.1
0.0 0.0 0.0
0.0 0.0 0.0
0.0 0.0 0.0
0.0 0.0 0.0
0.0 0.0 0.0
0.0 0.0 0.0
0.0 0.0 0.0
0.0 0.0 0.0
0.0 0.0 0.0
0.0 0.0 0.0
0.0 0.0 0.0
0.1 0.1 0.1
0.0 0.0 0.0
-0.1 0.0 0.0
0.1 0.0 0.0
-0.1 0.0 0.0
0.0 0.0 0.0
-0.1 -0.1 0.0
0.1 0.2 0.0
0.0 0.1 0.0
0.0 0.0 0.0
0.0 0.0 0.0
0.0 -0.1 0.0
0.0 0.0 0.0
0.0 0.0 0.0
0.0 0.0 0.0

Properties
* HOMO-LUMO gap: 7.8 eV
* E_HOMO: -5.9 eV
* total charge: -1
* energy above the lowest of the compared OMol25 structures with the same formula, charge and spin: 25.9 kJ/mol